Entry 1:
Here is one molecule with the formula C6H15NSi in a non-equilibrium geometry from the OMol25 dataset. Energies are from ωB97M-V/def2-TZVPD.

The net charge is 0. The value obtained for the relative energy (zero: lowest compared OMol25 entry of this formula, charge and spin) is 26.30 kcal per mole. Its maximum force is 2.31 eV Å⁻¹. The HOMO-LUMO gap is 0.35152 hartree. The calculation puts the highest occupied orbital energy at -8.63 eV.

Each line ends with the Löwdin charge.
CARTESIAN COORDINATES (ANGSTROEM)
C -3.519 -0.098 -1.209  -0.205
N -2.943 1.119 -0.801  -0.270
Si -1.543 1.549 0.045  0.540
C -0.583 0.017 0.568  -0.201
C 0.670 0.040 0.094  -0.223
C 1.773 -0.988 0.479  -0.397
C 2.813 -0.946 -0.716  -0.086
C 2.474 -0.537 1.803  -0.081
H -2.777 -0.868 -1.229  0.053
H -4.234 -0.548 -0.478  0.078
H -4.014 0.112 -2.195  0.091
H -3.504 1.975 -0.801  0.068
H -2.003 2.521 0.981  -0.067
H -0.578 2.458 -0.841  -0.014
H -1.014 -0.868 1.080  0.073
H 0.889 0.941 -0.464  0.049
H 1.239 -1.935 0.562  0.119
H 3.544 -0.080 -0.565  0.102
H 3.223 -1.925 -0.875  0.054
H 2.288 -0.782 -1.666  0.064
H 2.301 0.586 1.765  0.090
H 1.915 -0.939 2.678  0.076
H 3.581 -0.805 1.784  0.089


Entry 2:
Here is a 2-piece molecular cluster, C6H15NSi overall in a non-equilibrium geometry from the OMol25 dataset. Energies are from ωB97M-V/def2-TZVPD.

The net charge is 0. The value obtained for the relative energy (zero: lowest compared OMol25 entry of this formula, charge and spin) is 116.10 kcal per mole. Its maximum force is 3.33 eV Å⁻¹. The HOMO-LUMO gap (spin up / spin down) is 0.32831 / 0.24207 hartree. The calculation puts the highest occupied orbital energy (spin up / spin down) at -8.57 / -6.35 eV.

Each line ends with the Löwdin charge.
CARTESIAN COORDINATES (ANGSTROEM)
C -2.934 -0.763 -3.368  -0.149
C -2.715 -0.554 -2.074  -0.028
C 1.864 -1.408 -0.008  -0.096
C 2.666 0.938 0.528  -0.172
C -1.794 1.052 2.196  -0.164
C 1.686 0.123 -0.265  -0.594
N -0.611 0.456 1.485  -0.250
Si 0.060 0.855 -0.049  0.663
H -3.838 -1.240 -3.689  0.026
H -2.286 -0.466 -4.194  0.034
H -3.266 -0.933 -1.224  -0.002
H 2.773 -1.472 0.638  0.082
H 0.939 -1.857 0.439  0.072
H 2.085 -1.880 -0.926  0.048
H 2.547 1.980 0.368  0.047
H 3.670 0.549 0.340  0.076
H 2.638 0.620 1.598  0.092
H -1.416 1.742 3.011  0.074
H -2.268 1.703 1.312  0.092
H -2.453 0.283 2.638  0.068
H 1.983 0.252 -1.318  0.094
H -0.609 -0.467 1.785  0.020
H 0.025 2.406 -0.103  -0.030


Entry 3:
Here is a 2-piece molecular cluster, C6H15NSi overall in a non-equilibrium geometry from the OMol25 dataset. Energies are from ωB97M-V/def2-TZVPD.

The net charge is 0. The value obtained for the relative energy (zero: lowest compared OMol25 entry of this formula, charge and spin) is 54.42 kcal per mole. Its maximum force is 1.48 eV Å⁻¹. The HOMO-LUMO gap (spin up / spin down) is 0.25902 / 0.27953 hartree. The calculation puts the highest occupied orbital energy (spin up / spin down) at -6.66 / -7.23 eV.

Each line ends with the Löwdin charge.
CARTESIAN COORDINATES (ANGSTROEM)
C -2.056 -0.821 0.007  -0.221
C -1.927 1.682 0.042  -0.142
C 1.733 0.184 -1.760  -0.240
C 1.711 1.025 1.268  -0.240
C 1.799 -2.013 0.479  -0.244
C -2.808 0.447 -0.117  -0.282
N -2.528 -1.958 0.139  0.081
Si 1.179 -0.284 -0.003  0.693
H -1.436 1.673 1.012  0.059
H -2.529 2.586 -0.036  0.069
H -1.159 1.696 -0.727  0.048
H 1.329 -0.504 -2.496  0.016
H 1.403 1.183 -2.028  0.012
H 2.819 0.161 -1.850  0.022
H 1.137 0.942 2.188  0.016
H 2.764 0.914 1.528  0.021
H 1.566 2.031 0.881  0.017
H 1.495 -2.763 -0.245  0.014
H 2.888 -2.034 0.528  0.022
H 1.416 -2.315 1.447  0.014
H -3.279 0.459 -1.104  0.112
H -3.608 0.463 0.632  0.113
H -1.908 -2.755 0.215  0.041


Entry 4:
Here is C6H15O as an isolated structure in a non-equilibrium geometry from the OMol25 dataset. Energies are from ωB97M-V/def2-TZVPD.

The multiplicity is 2. The net charge is 0. The value obtained for the relative energy (zero: lowest compared OMol25 entry of this formula, charge and spin) is 46.50 kcal per mole. Its maximum force is 4.31 eV Å⁻¹. The HOMO-LUMO gap (spin up / spin down) is 0.38076 / 0.34655 hartree. The calculation puts the highest occupied orbital energy (spin up / spin down) at -9.47 / -10.67 eV.

Each line ends with the Löwdin charge.
CARTESIAN COORDINATES (ANGSTROEM)
H -3.035 5.600 3.579  0.070
C -3.424 6.331 2.847  -0.073
C -2.277 6.703 1.858  -0.399
C -1.868 5.463 1.061  -0.048
C -1.065 7.489 2.400  -0.187
C -1.509 8.821 3.103  -0.261
C -0.274 9.517 3.713  -0.128
H -4.341 5.902 2.386  0.086
H -3.807 7.219 3.356  0.059
H -2.761 7.371 1.155  0.126
H -1.455 4.617 1.827  -0.027
H -2.593 4.942 0.393  0.098
H -1.156 5.588 0.214  0.095
H -0.580 6.864 3.173  0.108
H -0.231 7.737 1.696  0.125
H -2.101 9.485 2.431  0.113
H -2.195 8.555 3.927  0.093
H -0.426 10.443 4.292  0.067
H 0.192 8.816 4.426  0.072
H 0.450 9.769 2.925  0.067
O -1.236 4.427 2.959  -0.164
H -0.915 3.469 3.257  0.108